Version i
Density functional theory data (ωB97M-V with the def2-TZVPD basis set) for the ion C10H20N3 with charge +1.

Structure (XYZ):
```
33
Properties=species:S:1:pos:R:3:nbo_charge:R:1
C 0.20 1.65 -0.43 0.241
C -0.08 0.31 1.47 0.219
C 1.07 2.65 -0.59 -0.490
C -0.43 0.84 -1.74 -0.405
C 0.83 -0.67 1.16 -0.127
C -0.68 -0.50 -1.43 0.523
C -1.11 0.07 2.55 -0.673
C -1.65 1.68 -2.13 -0.592
C 2.26 -0.53 0.69 -0.658
C 0.19 -1.63 -1.94 -0.669
N -0.39 1.38 0.73 -0.610
N -1.67 -0.74 -0.57 -0.713
N 0.81 -1.87 2.15 -0.695
H 1.56 3.14 0.27 0.228
H 1.70 2.64 -1.48 0.201
H 0.42 1.03 -2.54 0.264
H -0.65 0.09 3.64 0.227
H -1.61 -0.95 2.33 0.192
H -2.05 0.81 2.53 0.277
H -2.01 2.04 -1.16 0.232
H -2.26 0.92 -2.76 0.207
H -1.45 2.49 -2.72 0.246
H 2.24 0.47 0.44 0.261
H 2.45 -1.26 -0.13 0.206
H 2.99 -0.59 1.51 0.203
H 1.22 -1.27 -2.07 0.261
H -0.17 -1.90 -2.95 0.266
H -0.05 -2.38 -1.14 0.219
H -2.32 0.13 -0.45 0.451
H -2.05 -1.62 -0.25 0.427
H 0.47 -2.69 1.71 0.411
H 0.38 -1.70 3.03 0.436
H 1.84 -2.04 2.27 0.434
```

For the frontier orbital gap, the calculation gives 7.27 eV. The calculation puts the LUMO energy at -3.480 eV. The spin multiplicity is 1. Its net charge is +1. The calculation puts the HOMO energy at -10.75 eV.

=====

Version ii
Density functional theory data (ωB97M-V with the def2-TZVPD basis set) for the ion C10H20N3 with charge +1.

Structure (XYZ):
```
33
Properties=species:S:1:pos:R:3:nbo_charge:R:1
C 1.78 -1.53 -0.35 -0.448
C 1.47 -1.15 1.09 -0.468
C -0.62 -1.06 -1.16 -0.233
C 0.88 -0.55 -1.17 -0.222
C -2.58 -1.07 0.24 0.102
C 0.89 0.22 1.03 -0.071
C 1.08 0.77 -0.40 -0.092
C 0.36 0.92 2.02 -0.300
C 2.42 1.39 -0.62 -0.609
C 0.14 1.93 -0.77 -0.620
N -4.03 0.63 0.58 -0.592
N -2.79 0.16 0.41 -0.191
N -1.13 -1.40 0.20 -0.644
H 2.80 -1.48 -0.63 0.244
H 1.76 -2.62 -0.56 0.233
H 0.72 -1.83 1.53 0.190
H 2.41 -1.26 1.73 0.271
H -1.28 -0.26 -1.44 0.232
H -0.61 -1.92 -1.88 0.239
H 1.31 -0.32 -2.20 0.258
H -3.32 -1.94 0.36 0.209
H -4.76 0.05 0.21 0.375
H -0.04 1.95 1.94 0.225
H 0.15 0.47 2.92 0.200
H 3.25 0.90 -0.15 0.220
H 2.47 2.43 -0.34 0.232
H 2.71 1.32 -1.70 0.219
H 0.30 2.87 -0.19 0.231
H -0.91 1.71 -0.91 0.212
H 0.58 2.21 -1.73 0.224
H -4.11 1.63 0.64 0.405
H -0.83 -2.42 0.44 0.450
H -0.48 -0.75 0.86 0.520
```

For the frontier orbital gap, the calculation gives 10.36 eV. The calculation puts the LUMO energy at -2.658 eV. Its SMILES is C=C1CC[C@@H](C[NH2+]/C=N/N)C1(C)C. The spin multiplicity is 1. Its net charge is +1. The calculation puts the HOMO energy at -13.02 eV.

=====

Decreasing stability: version ii, version i

=====

Version i
Density functional theory data (ωB97M-V with the def2-TZVPD basis set) for the molecule C5H7F.

Structure (XYZ):
```
13
Properties=species:S:1:pos:R:3:nbo_charge:R:1
C 1.08 1.92 2.47 -0.704
C 0.70 1.17 1.31 0.023
C 0.34 0.49 0.36 -0.044
C -0.04 -0.09 -0.94 -0.507
C -0.82 -1.39 -0.80 0.064
H 1.80 2.72 2.22 0.240
H 0.26 2.55 2.88 0.237
H 1.40 1.41 3.40 0.243
H -0.68 0.56 -1.63 0.243
H 0.88 -0.27 -1.63 0.241
H -1.77 -1.26 -0.22 0.172
H -0.26 -2.19 -0.25 0.171
F -1.02 -1.80 -2.14 -0.377
```

For the frontier orbital gap, the calculation gives 10.48 eV. The calculation puts the LUMO energy at 0.928 eV. Its SMILES is CC#CCCF. The spin multiplicity is 1. The calculation puts the HOMO energy at -9.55 eV.

=====

Version ii
Density functional theory data (ωB97M-V with the def2-TZVPD basis set) for a cluster of 2 separate species, C5H7F in total.

Structure (XYZ):
```
13
Properties=species:S:1:pos:R:3:nbo_charge:R:1
C 3.09 -1.01 -0.30 -0.490
C 2.05 -0.58 0.10 -0.212
C -0.84 0.99 -0.74 -0.715
C -1.00 -1.05 0.57 -0.054
C -0.43 0.27 0.44 0.137
F -0.71 -1.79 -0.59 -0.339
H 4.00 -0.95 -0.93 0.231
H -1.61 1.66 -0.44 0.248
H -0.03 1.61 -1.12 0.269
H -1.21 0.33 -1.43 0.238
H -0.74 -1.67 1.44 0.222
H -2.15 -0.74 0.72 0.193
H 0.17 0.82 1.23 0.274
```

For the frontier orbital gap (alpha / beta), the calculation gives 7.61 / 7.60 eV. The calculation puts the LUMO energy (alpha / beta) at -1.370 / -1.376 eV. The spin multiplicity is 1. The calculation puts the HOMO energy (alpha / beta) at -8.98 / -8.98 eV.

=====

Decreasing stability: version i, version ii

=====

Version i
Density functional theory data (ωB97M-V with the def2-TZVPD basis set) for the molecule C10H9FINO.

Structure (XYZ):
```
23
Properties=species:S:1:pos:R:3:nbo_charge:R:1
C 0.99 -0.54 0.42 -0.127
C -0.91 -0.55 -1.71 -0.333
C -0.26 0.07 0.57 -0.194
C 1.30 -1.13 -0.79 -0.141
C -1.20 -0.05 -0.43 0.213
C 0.32 -1.15 -1.80 0.451
C -1.96 2.70 0.73 0.386
C -0.77 0.76 1.80 -0.279
C -2.31 1.33 1.03 -0.128
C 2.66 -1.65 -1.01 -0.636
N -2.38 0.46 -0.10 -0.598
O -1.83 3.23 -0.35 -0.515
F 0.72 -1.72 -2.97 -0.329
I -1.33 -0.61 3.44 0.082
H 1.76 -0.42 1.13 0.213
H -1.64 -0.72 -2.48 0.238
H -1.58 3.27 1.57 0.115
H -0.04 1.53 2.18 0.241
H -3.34 1.23 1.64 0.258
H 3.25 -0.85 -1.55 0.222
H 3.33 -1.98 -0.13 0.226
H 2.72 -2.59 -1.60 0.233
H -2.84 0.93 -0.98 0.402
```

For the frontier orbital gap, the calculation gives 7.88 eV. The calculation puts the LUMO energy at -0.208 eV. Its SMILES is Cc1cc2c(cc1F)N[C@H](C=O)[C@H]2I. The spin multiplicity is 1. The calculation puts the HOMO energy at -8.09 eV.

=====

Version ii
Density functional theory data (ωB97M-V with the def2-TZVPD basis set) for the molecule C10H9FINO.

Structure (XYZ):
```
23
Properties=species:S:1:pos:R:3:nbo_charge:R:1
C 2.84 1.94 -0.94 -0.196
C 1.90 1.11 -1.37 -0.147
C 2.61 2.27 0.50 -0.315
C -1.23 0.91 -0.49 0.065
C -0.98 -0.47 -0.50 -0.126
C 1.65 1.51 0.98 0.480
C 0.90 0.83 -0.19 -0.140
C 0.37 -0.57 -0.29 -0.087
C -1.83 -1.65 -0.59 -0.459
C -2.20 -2.28 0.82 -0.031
N -0.22 1.64 -0.35 -0.360
O -2.56 -1.38 1.78 -0.742
F 0.95 1.42 2.12 -0.305
I 1.53 -2.26 0.11 0.196
H 3.76 2.33 -1.52 0.230
H 1.80 0.64 -2.36 0.229
H 3.27 2.85 1.04 0.225
H -2.19 1.39 -0.50 0.204
H -1.42 -2.46 -1.14 0.229
H -2.81 -1.35 -1.12 0.209
H -1.23 -2.68 1.08 0.162
H -3.04 -2.96 0.72 0.190
H -1.88 -0.79 2.23 0.490
```

For the frontier orbital gap, the calculation gives 8.83 eV. The calculation puts the LUMO energy at 0.163 eV. Its SMILES is OCCC1=C(I)[C@@]2(C=CC=C2F)N=C1. The spin multiplicity is 1. The calculation puts the HOMO energy at -8.67 eV.

=====

Decreasing stability: version i, version ii

=====

Version i
Density functional theory data (ωB97M-V with the def2-TZVPD basis set) for the molecule C23H29N3O2S.

Structure (XYZ):
```
58
Properties=species:S:1:pos:R:3:nbo_charge:R:1
C 1.83 2.57 -2.79 -0.413
N 2.62 1.39 -3.07 -0.435
C 2.98 1.30 -4.47 -0.412
H 3.56 0.40 -4.63 0.200
H 2.11 1.28 -5.15 0.158
H 3.59 2.16 -4.73 0.200
C 2.08 0.17 -2.51 -0.212
C 0.73 -0.31 -3.09 -0.440
C 0.29 -1.63 -2.48 -0.218
N 0.08 -1.52 -1.05 -0.436
C -1.05 -0.95 -0.55 0.081
C -1.27 -0.75 0.80 -0.250
C -2.55 -0.16 1.05 0.006
C -3.25 0.07 -0.08 -0.184
S -2.38 -0.43 -1.52 0.415
C -4.62 0.64 -0.21 -0.439
H -4.63 1.66 0.19 0.217
C -5.67 -0.19 0.53 -0.384
C -5.62 -0.02 2.05 -0.394
C -4.38 -0.61 2.72 -0.384
H -4.53 -0.58 3.80 0.209
H -4.26 -1.65 2.43 0.200
C -3.08 0.15 2.42 -0.448
H -3.27 1.22 2.50 0.209
H -2.32 -0.12 3.15 0.262
H -6.50 -0.51 2.48 0.208
H -5.69 1.04 2.29 0.192
H -6.66 0.11 0.19 0.207
H -5.54 -1.25 0.28 0.201
H -4.89 0.69 -1.27 0.218
C -0.23 -1.10 1.74 0.686
O -0.28 -0.94 2.94 -0.612
N 0.90 -1.67 1.14 -0.458
C 1.09 -1.93 -0.19 0.810
O 2.07 -2.50 -0.62 -0.640
C 2.03 -1.95 2.03 -0.265
C 2.90 -0.73 2.12 0.042
C 2.74 0.17 3.17 -0.231
C 3.50 1.33 3.22 -0.209
C 4.42 1.60 2.22 -0.217
C 4.58 0.71 1.17 -0.197
C 3.82 -0.45 1.12 -0.247
H 3.94 -1.14 0.30 0.232
H 5.28 0.93 0.38 0.213
H 5.01 2.51 2.26 0.211
H 3.38 2.02 4.04 0.212
H 2.02 -0.04 3.94 0.227
H 2.58 -2.79 1.60 0.241
H 1.63 -2.22 3.00 0.239
H 1.07 -2.39 -2.62 0.249
H -0.64 -1.98 -2.94 0.207
H 0.82 -0.45 -4.17 0.212
H -0.04 0.45 -2.91 0.205
H 2.82 -0.62 -2.65 0.203
H 1.97 0.33 -1.44 0.196
H 2.42 3.45 -3.04 0.200
H 1.59 2.60 -1.73 0.203
H 0.89 2.62 -3.36 0.159
```

For the frontier orbital gap, the calculation gives 8.61 eV. The calculation puts the LUMO energy at 0.528 eV. Its SMILES is CN(C)CCCn1c(=O)n(Cc2ccccc2)c(=O)c2c3c(sc21)CCCCC3. The spin multiplicity is 1. The calculation puts the HOMO energy at -8.08 eV.

=====

Version ii
Density functional theory data (ωB97M-V with the def2-TZVPD basis set) for the molecule C23H29N3O2S.

Structure (XYZ):
```
58
Properties=species:S:1:pos:R:3:nbo_charge:R:1
C -1.54 1.95 4.83 -0.739
H -2.21 1.35 5.43 0.213
H -1.01 2.66 5.46 0.232
H -2.08 2.49 4.06 0.210
S -0.28 0.88 4.08 0.169
C -1.35 -0.36 3.28 -0.527
C -2.11 0.17 2.07 -0.409
C -1.15 0.75 1.03 -0.163
N -1.87 1.33 -0.09 -0.604
C -1.28 2.22 -0.90 0.682
O -0.20 2.73 -0.63 -0.663
C -2.02 2.60 -2.19 -0.127
N -1.08 2.92 -3.25 -0.614
H -0.55 3.75 -3.01 0.379
C -0.15 1.83 -3.53 -0.252
C -0.71 0.45 -3.31 -0.069
C 0.11 -0.65 -3.46 -0.194
C -0.36 -1.93 -3.23 -0.210
C -1.67 -2.12 -2.83 -0.195
C -2.50 -1.02 -2.68 -0.230
C -2.04 0.26 -2.92 0.055
C -2.90 1.47 -2.74 -0.458
H -3.28 1.80 -3.71 0.243
H -3.77 1.27 -2.10 0.205
H -3.53 -1.16 -2.37 0.205
H -2.05 -3.11 -2.63 0.217
H 0.29 -2.78 -3.34 0.214
H 1.14 -0.51 -3.77 0.209
H 0.77 1.91 -2.92 0.196
H 0.15 1.93 -4.58 0.210
H -2.62 3.50 -1.99 0.227
H -2.65 0.79 -0.43 0.404
H -0.55 1.55 1.48 0.243
C -0.22 -0.35 0.49 0.683
O -0.54 -1.52 0.43 -0.635
N 0.96 0.13 0.06 -0.624
H 1.12 1.13 0.06 0.431
C 2.01 -0.74 -0.41 -0.079
C 2.59 -1.55 0.73 -0.027
C 3.12 -2.81 0.48 -0.206
C 3.67 -3.56 1.51 -0.203
C 3.70 -3.05 2.80 -0.221
C 3.18 -1.80 3.05 -0.219
C 2.63 -1.05 2.02 -0.173
H 2.22 -0.07 2.24 0.209
H 3.19 -1.39 4.05 0.213
H 4.13 -3.63 3.60 0.211
H 4.08 -4.54 1.30 0.211
H 3.09 -3.22 -0.52 0.206
C 3.10 0.09 -1.08 -0.602
H 3.55 0.77 -0.35 0.212
H 3.88 -0.55 -1.48 0.222
H 2.68 0.68 -1.89 0.209
H 1.57 -1.44 -1.14 0.221
H -2.83 0.93 2.36 0.209
H -2.64 -0.67 1.62 0.228
H -0.68 -1.16 2.98 0.248
H -2.04 -0.73 4.04 0.219
```

For the frontier orbital gap, the calculation gives 9.27 eV. The calculation puts the LUMO energy at 0.684 eV. Its SMILES is CSCC[C@H](NC(=O)[C@@H]1Cc2ccccc2CN1)C(=O)N[C@@H](C)c1ccccc1. The spin multiplicity is 1. The calculation puts the HOMO energy at -8.59 eV.

=====

Decreasing stability: version ii, version i

=====

Version i
Density functional theory data (ωB97M-V with the def2-TZVPD basis set) for the molecule C3H5BrIN.

Structure (XYZ):
```
11
Properties=species:S:1:pos:R:3:nbo_charge:R:1
C -1.22 -1.30 -0.40 0.198
C 0.43 0.73 0.16 -0.655
C -0.97 0.10 0.29 -0.292
N -0.37 -1.69 -1.28 -0.617
Br -2.83 -2.21 0.15 0.038
I -2.55 1.69 -0.06 0.056
H 0.59 1.16 -0.80 0.226
H 0.60 1.59 0.91 0.233
H 1.22 -0.08 0.15 0.242
H -1.15 -0.04 1.30 0.207
H -0.71 -2.44 -1.88 0.364
```

For the frontier orbital gap, the calculation gives 9.22 eV. The calculation puts the LUMO energy at -0.450 eV. Its SMILES is [H]/N=C(\Br)[C@@H](C)I. The spin multiplicity is 1. The calculation puts the HOMO energy at -9.67 eV.

=====

Version ii
Density functional theory data (ωB97M-V with the def2-TZVPD basis set) for a cluster of 2 separate species, C3H5BrIN in total.

Structure (XYZ):
```
11
Properties=species:S:1:pos:R:3:nbo_charge:R:1
C -0.05 1.38 -0.97 0.249
C 0.43 -1.03 1.14 -0.734
C -0.60 -1.31 0.17 -0.307
N 0.08 1.63 -2.15 -0.670
Br 0.65 2.44 0.52 -0.016
I -2.53 -1.08 0.71 0.175
H 0.42 -1.54 2.10 0.228
H 1.33 -1.44 0.83 0.227
H 0.42 0.07 1.20 0.245
H -0.42 -1.52 -0.85 0.202
H 0.25 2.40 -2.70 0.402
```

For the frontier orbital gap (alpha / beta), the calculation gives 8.85 / 6.14 eV. The calculation puts the LUMO energy (alpha / beta) at 0.123 / -1.407 eV. The spin multiplicity is 1. The calculation puts the HOMO energy (alpha / beta) at -8.73 / -7.55 eV.

=====

Decreasing stability: version i, version ii

=====

Version i
Density functional theory data (ωB97M-V with the def2-TZVPD basis set) for the molecule C6H15NS.

Structure (XYZ):
```
23
Properties=species:S:1:pos:R:3:nbo_charge:R:1
C 0.39 2.25 1.39 -0.616
C 0.50 1.38 0.16 -0.216
C -0.75 -0.51 1.15 -0.216
C 0.49 -1.31 1.57 -0.637
C -0.81 -0.10 -1.29 -0.216
C 0.27 -1.00 -1.89 -0.538
H -0.58 2.72 1.44 0.214
H 1.18 3.04 1.38 0.214
H 0.53 1.65 2.30 0.202
H 1.47 0.91 0.13 0.163
H 0.45 1.99 -0.75 0.196
H -1.10 0.06 2.02 0.193
H -1.57 -1.21 0.89 0.196
H 1.31 -0.64 1.87 0.202
H 0.27 -1.95 2.41 0.216
H 0.88 -1.98 0.79 0.202
H -0.94 0.76 -1.98 0.201
H -1.78 -0.63 -1.30 0.194
H 1.24 -0.49 -1.90 0.220
H 0.37 -1.94 -1.34 0.211
H -1.20 -2.03 -3.46 0.113
N -0.60 0.42 0.04 -0.456
S -0.02 -1.40 -3.63 -0.041
```

For the frontier orbital gap, the calculation gives 9.20 eV. The calculation puts the LUMO energy at 0.973 eV. Its SMILES is CCN(CC)CCS. The spin multiplicity is 1. The calculation puts the HOMO energy at -8.23 eV.

=====

Version ii
Density functional theory data (ωB97M-V with the def2-TZVPD basis set) for the molecule C6H15NS.

Structure (XYZ):
```
23
Properties=species:S:1:pos:R:3:nbo_charge:R:1
C 0.38 0.81 1.88 -0.417
C 0.15 2.16 1.18 -0.514
S 1.28 2.29 -0.23 -0.089
C -0.63 -0.28 1.50 -0.203
N -0.18 -0.96 0.32 -0.649
C -0.98 -2.07 -0.14 -0.201
C -0.40 -2.73 -1.39 -0.408
C -0.76 -1.94 -2.65 -0.617
H 1.34 0.39 1.56 0.226
H 0.41 1.04 2.94 0.217
H 0.50 2.93 1.88 0.211
H -0.91 2.36 1.04 0.220
H 1.02 3.28 -1.10 0.138
H -1.62 0.19 1.37 0.151
H -0.76 -0.91 2.39 0.194
H 0.11 -0.34 -0.42 0.376
H -0.99 -2.79 0.68 0.185
H -2.05 -1.88 -0.35 0.150
H -0.68 -3.78 -1.47 0.205
H 0.67 -2.66 -1.17 0.209
H -0.24 -0.98 -2.58 0.197
H -1.82 -1.70 -2.64 0.203
H -0.39 -2.29 -3.61 0.217
```

For the frontier orbital gap, the calculation gives 9.43 eV. The calculation puts the LUMO energy at 0.859 eV. Its SMILES is CCCNCCCS. The spin multiplicity is 1. The calculation puts the HOMO energy at -8.57 eV.

=====

Decreasing stability: version i, version ii